No. 1
{"formula": "C30H56AlCl6F2N2O12S", "method": "ωB97M-V/def2-TZVPD", "total_charge": 1, "spin_multiplicity": 1, "max_force_ev_per_a": 2.78, "mol_weight_g_mol": 946.54, "total_energy_ha": -5789.6652, "species": ["H", "C", "H", "C", "C", "H", "C", "H", "O", "N", "C", "C", "H", "Cl", "H", "Cl", "C", "O", "H", "H", "H", "H", "C", "Al", "C", "H", "H", "H", "N", "H", "C", "Cl", "F", "H", "C", "H", "F", "C", "C", "O", "C", "S", "H", "H", "H", "O", "O", "H", "H", "H", "H", "C", "C", "H", "H", "Cl", "H", "H", "C", "O", "H", "O", "C", "O", "O", "H", "H", "H", "H", "H", "C", "H", "H", "H", "C", "C", "Cl", "C", "C", "H", "C", "H", "C", "H", "H", "C", "O", "H", "H", "H", "O", "C", "C", "H", "H", "H", "O", "H", "H", "H", "H", "C", "H", "Cl", "H", "H", "C", "H", "H", "H"], "coordinates": [[-0.54, 1.77, 3.81], [2.28, -2.62, -0.65], [-5.80, -9.75, -0.10], [6.80, 4.49, 4.19], [-0.34, 1.50, -6.03], [1.77, 1.00, 0.93], [6.10, 4.10, 2.91], [-0.72, 0.33, -2.39], [2.60, 6.10, 7.02], [1.88, -2.81, -1.85], [-6.00, -9.97, -2.24], [-5.18, -10.05, -0.95], [-3.28, -9.46, -1.83], [-1.34, 4.67, -4.49], [-6.96, -10.48, -2.14], [-1.31, 4.31, 5.11], [0.31, 1.73, -3.77], [1.96, 7.37, 5.28], [-0.79, -6.02, -1.73], [0.23, 1.42, 0.13], [0.06, 1.23, -7.01], [5.08, 4.49, 2.93], [-6.19, -8.49, -2.57], [2.87, 0.75, -6.76], [-4.02, -9.07, -1.13], [1.75, -5.91, -0.96], [-0.69, 2.18, -3.84], [8.61, 4.38, 5.32], [-4.01, 7.93, 3.02], [-0.29, -0.31, -3.95], [-2.13, 7.87, 1.20], [2.19, -0.55, -5.14], [3.98, 7.85, 4.39], [-4.06, -3.39, -0.86], [-2.30, -2.18, -0.90], [2.23, 0.14, -2.90], [1.01, 3.54, -6.47], [1.55, 6.56, 6.30], [-0.16, 1.34, 2.88], [-3.93, -7.15, -2.94], [3.31, 7.71, 5.56], [-4.78, -7.63, -1.87], [1.55, 2.58, 0.15], [8.85, 4.45, 3.56], [1.30, -4.52, -3.10], [-1.83, 4.71, 6.38], [-1.73, 5.23, 4.09], [-0.08, -3.50, -0.17], [-2.27, 7.01, 0.56], [-2.18, 8.78, 0.60], [8.28, 2.94, 4.33], [1.43, -1.87, -2.90], [-0.97, -4.96, -1.48], [-7.09, -8.08, -2.11], [-1.15, 7.82, 1.68], [-1.51, 5.65, -1.77], [1.36, 2.82, 2.61], [-3.25, -3.44, -2.40], [-2.43, 5.24, -3.22], [-5.24, -6.76, -0.82], [-4.82, -11.06, -0.75], [-1.79, 2.99, 4.78], [2.55, -4.00, -0.02], [0.42, 6.30, 6.53], [-0.36, 3.46, 1.77], [-0.87, 2.44, -6.18], [6.63, 4.52, 2.06], [-1.03, 0.93, 2.35], [-1.11, 3.10, 1.27], [-5.45, -10.46, -3.05], [0.53, 2.40, 2.05], [-0.10, -5.13, 0.51], [-0.90, -4.38, -2.40], [0.39, -2.17, -3.13], [3.80, 6.53, 6.35], [-3.18, 7.91, 2.22], [-3.28, 6.68, -3.80], [1.90, -4.24, -2.23], [-3.07, -3.47, -1.32], [4.58, 6.78, 7.06], [1.37, -0.36, -2.45], [-1.56, -1.93, -1.67], [-2.40, -4.78, -0.87], [2.09, -3.94, 0.98], [2.97, -4.43, -2.33], [1.06, 1.81, 0.74], [0.14, 4.26, 5.17], [-3.54, -8.79, -0.19], [-6.22, -8.31, -3.65], [-1.03, 0.70, -5.72], [6.24, 5.13, 5.05], [0.08, -4.56, -0.42], [0.09, 0.30, -3.13], [6.06, 3.01, 2.82], [4.16, 5.72, 5.70], [-2.34, -4.76, 0.22], [0.76, 1.64, -5.14], [-3.02, -5.59, -1.23], [1.35, -0.24, -1.37], [3.33, 8.66, 6.10], [-2.98, -1.33, -0.79], [8.23, 4.03, 4.36], [2.35, -1.64, -0.19], [-3.60, 3.97, -2.84], [0.94, 2.39, -3.17], [3.58, -4.36, -0.03], [1.52, -4.85, -0.84], [-1.85, -2.32, 0.08], [2.05, -2.07, -3.87], [0.52, 0.52, 3.13]]}

***

No. 2
{"formula": "C30H57BrF8N2O3P", "method": "ωB97M-V/def2-TZVPD", "total_charge": 1, "spin_multiplicity": 1, "max_force_ev_per_a": 1.28, "mol_weight_g_mol": 756.66, "total_energy_ha": -5226.5872, "species": ["O", "H", "P", "H", "C", "O", "H", "H", "H", "F", "H", "C", "H", "C", "H", "H", "C", "H", "H", "H", "H", "H", "Br", "H", "N", "H", "F", "H", "H", "C", "H", "H", "C", "H", "H", "C", "O", "H", "H", "C", "C", "H", "H", "C", "C", "F", "C", "C", "H", "H", "C", "H", "C", "H", "C", "H", "H", "H", "C", "C", "H", "H", "C", "H", "F", "C", "H", "F", "C", "C", "H", "H", "H", "H", "C", "H", "H", "C", "H", "H", "H", "H", "C", "H", "C", "H", "C", "N", "H", "C", "C", "H", "H", "H", "H", "H", "H", "F", "F", "F", "H", "C"], "coordinates": [[-3.68, 2.14, 7.13], [-2.02, 0.79, -0.15], [3.19, -0.94, -0.95], [-0.63, 1.06, 2.42], [-3.24, -2.59, -2.16], [-1.64, -4.69, -3.93], [1.03, -1.65, 1.07], [-3.16, -0.87, 1.57], [3.71, -0.39, -3.28], [-3.16, -0.27, 4.54], [3.49, 1.87, -2.88], [4.81, -2.96, 2.33], [1.16, 0.70, 1.17], [3.94, -2.25, 0.09], [-0.76, -6.29, -2.96], [-3.75, 3.83, 8.15], [-0.39, 1.25, -5.09], [3.78, -2.11, -2.93], [-0.58, 3.08, -1.68], [3.53, 0.67, 0.84], [-1.50, 2.67, -3.09], [1.54, 3.69, -1.84], [3.39, -4.00, -0.52], [2.02, 0.97, -2.60], [0.55, 2.88, -3.44], [2.46, 3.76, -3.31], [-1.69, 1.09, 5.40], [-2.83, 5.56, 5.08], [-4.44, 4.00, 6.56], [-0.56, 2.47, -2.58], [3.62, 2.73, -0.70], [-2.63, -0.28, 6.48], [1.42, -1.27, -1.07], [-2.34, -2.30, -4.14], [-1.41, -1.62, -2.81], [-3.98, 1.36, 6.03], [1.82, 2.12, -5.17], [-0.82, 0.60, -4.34], [0.03, 0.62, -5.88], [-2.17, 0.90, 0.92], [-4.58, -1.16, -0.48], [-5.40, -1.18, -1.19], [-1.14, 1.88, -5.56], [-0.90, 0.36, 1.63], [0.75, 2.10, -4.58], [-2.19, 5.37, 7.53], [1.80, 3.13, -2.73], [-3.60, 3.57, 7.10], [0.94, -0.70, -1.86], [-0.91, -4.05, -2.09], [-2.27, 4.27, 6.73], [-0.14, -3.39, -3.53], [0.29, 0.30, 0.66], [4.89, -2.65, 3.36], [-4.53, 0.16, 0.28], [-2.24, 1.96, 1.15], [7.01, 0.37, -2.14], [5.78, -2.94, 1.82], [-2.82, 0.42, 5.66], [2.57, 1.86, -2.31], [-3.80, 0.59, 2.30], [5.00, -2.15, -0.12], [6.15, 0.14, -2.76], [-4.13, -2.63, -2.77], [-0.86, 5.39, 5.23], [3.76, -2.10, 1.59], [-1.23, -6.53, -4.65], [-2.11, 3.85, 4.37], [4.05, -1.13, -2.55], [-0.80, -5.83, -3.95], [-2.94, -0.50, -1.71], [-2.50, -1.61, -0.42], [0.21, -5.56, -4.26], [2.03, 2.17, -0.26], [3.63, 0.66, -0.24], [-4.69, -1.96, 0.25], [6.51, 0.02, -3.78], [-1.11, -3.68, -3.11], [4.70, 0.77, -0.44], [2.80, -2.50, 1.91], [-0.56, 1.41, -2.34], [4.45, -3.98, 2.35], [-3.25, -1.41, -1.20], [-0.35, -1.62, 0.01], [2.92, 1.90, -0.82], [-5.49, 0.32, 0.77], [-2.02, -2.48, -3.12], [5.48, -1.08, -2.29], [5.48, 0.99, -2.70], [-2.08, 4.81, 5.31], [0.60, -1.12, 0.22], [-1.07, -0.62, 2.07], [-3.08, -3.51, -1.60], [0.13, 0.96, -0.19], [5.89, -1.88, -2.75], [1.35, -2.32, -1.37], [3.90, -1.08, 1.93], [-4.38, 2.10, 4.98], [-1.24, 3.46, 7.06], [-5.02, 0.57, 6.36], [-4.35, 0.97, -0.42], [-3.44, 0.17, 1.37]]}

***

No. 3
{"formula": "C30H58AsBrF6IrN4O3PSi3", "method": "ωB97M-V/def2-TZVPD", "total_charge": 3, "spin_multiplicity": 6, "max_force_ev_per_a": 1.09, "mol_weight_g_mol": 1099.08, "total_energy_ha": -8344.9963, "species": ["H", "H", "H", "C", "C", "C", "H", "H", "H", "H", "F", "H", "C", "Ir", "H", "P", "H", "C", "C", "Si", "H", "H", "N", "H", "C", "H", "H", "N", "C", "H", "C", "C", "Si", "H", "Br", "H", "H", "H", "H", "C", "H", "H", "F", "H", "C", "C", "H", "H", "F", "H", "C", "C", "O", "H", "H", "H", "C", "H", "H", "H", "H", "Si", "O", "H", "H", "O", "H", "C", "H", "As", "H", "H", "C", "H", "H", "C", "C", "H", "C", "C", "C", "H", "C", "N", "H", "H", "H", "C", "F", "H", "H", "H", "C", "H", "C", "F", "H", "C", "C", "H", "H", "N", "H", "F", "H", "H", "H", "C"], "coordinates": [[-5.56, 1.33, 3.38], [-0.64, 3.09, -1.89], [2.58, 0.39, 1.88], [4.10, 1.03, -2.61], [2.12, 4.09, -2.70], [-6.30, -1.89, 1.43], [-3.12, -5.35, -1.73], [4.62, 5.21, 0.41], [4.61, 2.92, 2.43], [1.44, -0.75, -1.82], [-1.33, -0.75, 3.52], [2.48, -1.44, -4.23], [-3.58, -5.01, 1.52], [0.11, -0.74, 0.47], [-2.41, 3.14, 1.52], [2.09, 1.93, -0.87], [-2.35, -3.05, 3.71], [2.95, -0.93, -3.39], [4.92, 4.20, 0.72], [-1.85, -4.38, 1.71], [4.74, -3.45, -0.20], [-2.57, -1.37, -3.80], [1.43, 3.24, -1.73], [-1.76, -4.66, 4.11], [1.02, 4.98, -3.27], [-3.62, -5.98, 2.04], [-6.20, -2.36, 2.41], [3.23, 2.63, 0.07], [0.09, 3.77, -1.43], [-3.73, 2.01, 1.82], [-1.76, 1.21, 2.22], [-0.43, 1.81, 2.73], [-2.21, -3.08, -2.05], [4.50, 3.63, -1.35], [1.88, -3.63, -0.70], [-2.45, -0.61, -2.21], [3.45, -1.67, -2.76], [-0.92, 5.46, -2.37], [2.88, 4.68, -2.18], [-2.85, -1.47, -2.75], [-1.03, -3.92, -3.98], [-7.02, 1.72, 2.46], [0.59, 0.92, 2.70], [2.22, 2.62, 1.95], [1.94, -0.14, -2.57], [-0.57, -5.56, 1.12], [2.17, 4.17, 1.11], [-7.36, -1.98, 1.14], [-3.36, -0.48, 2.80], [-3.76, 0.38, 0.36], [0.08, 5.15, -2.08], [4.29, -2.58, 0.26], [-1.62, 0.60, 1.00], [2.63, 3.47, -3.44], [-3.90, -5.17, 0.50], [-4.37, -4.13, -1.42], [3.95, 0.14, -3.84], [3.54, 0.71, -4.68], [-5.03, -0.09, -0.79], [-0.58, -5.69, 0.03], [-2.91, 2.80, 3.18], [-5.82, -0.15, 1.48], [6.39, -1.88, 0.96], [-5.02, 1.54, -0.09], [4.34, 2.05, -2.88], [0.97, 1.34, -0.09], [1.42, 5.93, -3.64], [5.08, -1.65, 0.93], [5.27, 2.37, -0.41], [-1.65, -2.46, 0.21], [0.43, -5.24, 1.42], [6.87, -1.24, 1.50], [-1.61, -3.80, 3.44], [-3.94, -1.43, -2.70], [0.48, 5.89, -1.38], [4.12, 3.76, 1.94], [-0.72, -3.68, -2.96], [-0.09, 3.75, -0.36], [-2.25, 0.18, 3.27], [2.80, 3.30, 1.33], [4.46, -0.55, 1.52], [-0.31, -4.58, -2.52], [-4.83, 0.49, 0.11], [2.31, -1.32, 0.77], [3.97, 4.55, 2.67], [5.03, 0.20, 2.06], [-3.88, -4.50, -3.07], [-2.77, 2.37, 2.19], [-0.05, 2.84, 1.95], [0.52, 4.47, -4.09], [-7.01, 0.31, 3.54], [4.88, 0.65, -1.95], [4.55, 3.18, -0.36], [4.90, -0.28, -4.15], [3.10, -0.43, 1.41], [-2.64, 0.71, 4.42], [0.08, -2.93, -3.02], [2.93, -2.37, 0.22], [-3.52, -4.38, -2.04], [-0.76, -6.54, 1.57], [-0.61, -3.40, 3.63], [2.78, 0.92, -1.92], [-5.70, -2.44, 0.70], [-0.51, 2.26, 3.98], [-4.28, -4.35, 2.02], [5.99, 4.21, 0.90], [1.18, 0.31, -3.21], [-6.41, 0.89, 2.84]]}

***

No. 4
{"formula": "C30H58Br22F3O5P", "method": "ωB97M-V/def2-TZVPD", "smiles": "CCCOCO[P@@](=O)(O)OCCC(F)=C(F)F.BrCCBr.BrCCBr.BrCCBr.BrCCBr.BrCCBr.BrCCBr.BrCCBr.BrCCBr.BrCCBr.BrCCBr.BrCCBr", "spin_multiplicity": 1, "max_force_ev_per_a": 4.54, "mol_weight_g_mol": 2344.64, "total_energy_ha": -58823.2965, "species": ["C", "Br", "H", "H", "H", "Br", "Br", "Br", "Br", "H", "C", "P", "H", "H", "H", "Br", "H", "H", "H", "C", "Br", "H", "H", "C", "Br", "Br", "C", "H", "H", "Br", "H", "Br", "H", "H", "H", "H", "H", "H", "H", "H", "H", "H", "H", "C", "H", "Br", "C", "H", "C", "H", "H", "F", "C", "Br", "H", "O", "H", "Br", "F", "H", "H", "H", "H", "C", "Br", "H", "H", "C", "C", "H", "H", "C", "C", "C", "H", "Br", "H", "H", "C", "Br", "C", "C", "O", "C", "H", "C", "Br", "H", "C", "H", "C", "Br", "O", "H", "H", "H", "H", "H", "H", "H", "C", "O", "C", "C", "F", "H", "O", "C", "Br", "C", "H", "H", "C", "C", "H", "H", "C", "Br", "Br"], "coordinates": [[-4.34, 3.55, 4.92], [-2.33, 4.67, 13.88], [-2.56, 4.21, -0.32], [7.91, 1.61, -2.02], [1.92, -1.36, -7.49], [5.90, -2.28, -4.46], [1.23, -1.23, -5.10], [-6.18, -0.49, 4.88], [7.36, -6.06, -1.97], [-5.41, 3.74, 4.96], [5.26, -0.92, -5.70], [1.40, 3.42, -0.79], [8.49, -3.60, -0.81], [-1.29, -7.05, -8.86], [9.98, -4.09, 0.02], [-5.84, -4.01, -9.05], [-4.55, -1.04, -7.00], [-5.53, 3.42, 12.13], [6.77, 0.48, -4.98], [9.31, -4.31, -0.81], [-7.49, -4.83, 2.84], [-3.87, 3.99, 2.87], [7.65, 0.96, -0.32], [-3.63, 4.36, 3.86], [-1.36, -4.88, -7.63], [-6.47, 2.07, 10.26], [-0.72, 5.61, 13.29], [-0.72, 6.58, 13.79], [-6.74, -1.93, 2.95], [3.40, -3.77, -6.66], [3.62, 2.57, -0.48], [-8.11, -2.53, 0.02], [-5.26, 4.57, 9.27], [5.56, 1.17, -6.10], [-5.53, -1.14, -8.48], [-0.81, 3.21, -2.72], [-2.54, -7.05, -7.59], [5.77, 2.21, 0.79], [-7.74, -4.75, -0.98], [-0.59, -7.10, -5.85], [-5.11, -0.03, 2.17], [-6.43, -0.42, 1.05], [5.68, -1.20, -6.66], [-6.90, -0.86, 3.10], [9.27, 1.76, -0.69], [10.36, -3.96, -2.42], [-3.28, 2.19, -1.13], [-4.17, 2.49, 4.76], [5.92, 2.82, -0.17], [1.20, 2.78, 1.31], [-0.86, 5.75, 12.22], [-3.87, 1.66, -2.30], [7.48, 3.19, -0.41], [7.12, -1.24, -0.67], [-4.23, -3.63, -7.19], [5.08, 4.02, -0.16], [7.56, 3.94, -1.27], [-3.62, 3.92, 6.69], [-3.80, 0.21, 0.20], [-0.82, -8.58, -6.79], [-4.86, 5.52, 10.72], [-6.42, -4.36, 0.14], [0.20, -1.74, -7.28], [-1.50, -6.82, -7.81], [-3.18, 3.74, 10.37], [-2.55, 4.38, 3.99], [5.58, -2.88, -1.68], [-5.93, 3.71, 11.16], [-7.50, -4.38, 0.01], [4.57, -0.49, -1.95], [7.96, 3.57, 0.55], [5.72, 0.45, -5.29], [-6.19, -0.05, 2.05], [-5.09, -3.05, -7.53], [5.26, -2.73, 0.06], [1.27, -7.46, -7.46], [4.18, -1.01, -5.74], [0.96, -3.97, -6.15], [0.52, 4.79, 13.56], [1.01, 4.86, 15.45], [3.89, 3.62, -0.87], [8.86, -5.75, -0.76], [-0.06, 4.26, -0.97], [-3.36, 1.55, 0.11], [9.64, -6.46, -1.02], [8.17, 1.81, -0.92], [-3.11, -1.54, -8.94], [8.47, -5.99, 0.24], [1.50, -3.42, -6.92], [-2.94, 4.16, -2.15], [-0.97, 3.28, -1.59], [-4.23, 6.22, 3.87], [1.68, 2.74, -2.15], [-6.86, 4.26, 11.31], [-8.04, -6.26, 0.91], [0.41, 3.74, 13.30], [5.66, 2.13, -1.06], [1.37, 5.21, 13.03], [-5.87, -3.08, -6.77], [4.12, 3.64, -1.98], [-0.58, -7.52, -6.85], [1.24, 2.26, 0.47], [-2.51, 3.58, -1.27], [4.30, -1.23, -1.19], [-3.00, 2.29, 1.25], [3.42, -1.77, -1.52], [2.73, 4.46, -0.51], [1.21, -1.94, -6.91], [4.67, 1.14, -3.79], [-8.21, -5.19, 1.07], [1.26, -3.85, -7.90], [-7.97, -0.67, 3.15], [-4.75, -1.63, -7.89], [-4.97, 4.51, 10.32], [-0.75, 2.22, -1.20], [-9.28, -5.00, 1.11], [5.42, -2.18, -0.86], [-6.80, 1.80, 2.06], [3.73, -0.24, 0.39]]}